Record 1
This record from the OMol25 dataset describes a single C5H7NO molecule. The level of theory is ωB97M-V with the def2-TZVPD basis set.

Properties
E_tot = -8832.77621 eV
Frontier orbital gap = 0.3446 Ha
Multiplicity = 1
SMILES = CN(C)c1cc1=O

Each line ends with the natural charge from an NBO analysis.
Positions of all 14 atoms, in Å:
C1 -1.8414 1.3242 -0.0642  -0.333
C2 -0.8502 0.3586 0.1499  0.167
C3 -2.2735 0.0489 0.2210  0.498
C4 1.5229 0.7830 -0.0259  -0.421
C5 0.6248 -1.5497 -0.0501  -0.393
N1 0.3693 -0.1043 0.2781  -0.387
O1 -3.0523 -0.8397 0.2415  -0.605
H1 -1.9115 2.3966 -0.2153  0.222
H2 1.6283 1.5456 0.7607  0.207
H3 2.3911 0.0749 0.0213  0.208
H4 1.3978 1.4177 -0.9015  0.204
H5 -0.2720 -1.9931 0.3971  0.238
H6 0.5576 -1.6303 -1.0719  0.188
H7 1.7092 -1.8325 0.2593  0.205

Forces on atoms 1 to 6 (eV/Å):
C 2.14 0.68 0.48
C -2.34 0.39 0.25
C 1.93 0.28 -1.03
C 0.02 -0.40 1.39
C 0.36 1.49 2.72
N 2.08 0.57 -0.89


Record 2
This record from the OMol25 dataset describes a molecular structure, C43H41N5P2SSbSe4Ti. The level of theory is ωB97M-V with the def2-TZVPD basis set.

Properties
⟨S²⟩ = 0.77
E_tot = -373161.71456 eV
Frontier orbital gap (alpha / beta) = 0.1951 / 0.1951 Ha
Multiplicity = 2
Net charge = -2

Each line ends with the Mulliken spin population.
Positions of all 98 atoms, in Å:
Ti1 -1.1886 -1.0893 -0.6968  0.862
C1 3.8193 -4.3712 -1.6688  0.000
C2 2.5677 -4.7658 -2.4372  -0.001
N1 1.3356 -4.6760 -1.6665  -0.006
C3 0.6198 -3.5156 -1.5593  0.006
S1 -0.6306 -3.4049 -0.3808  -0.032
N2 0.9514 -2.5520 -2.3642  0.016
N3 0.1772 -1.4111 -2.2487  -0.029
C4 0.2635 -0.7326 -3.3696  0.045
C5 0.9545 -1.2851 -4.5870  -0.010
C6 -0.2468 0.6255 -3.4272  0.052
C7 -0.3697 1.3379 -4.6292  0.022
C8 -0.6144 2.6958 -4.5868  -0.003
C9 -0.6963 3.3237 -3.3524  0.028
C10 -0.6482 2.5220 -2.2246  -0.010
N4 -0.4869 1.2042 -2.2562  0.002
H1 4.7103 -4.4577 -2.3010  0.000
H2 3.7299 -3.3398 -1.3211  0.000
H3 3.9532 -5.0098 -0.7958  0.000
H4 2.4435 -4.1086 -3.2945  0.000
H5 2.6620 -5.7879 -2.8117  0.000
H6 1.1929 -5.3168 -0.9042  0.000
H7 0.2801 -1.9506 -5.1359  0.004
H8 1.2881 -0.4880 -5.2478  0.001
H9 1.8090 -1.8777 -4.2835  0.003
H10 -0.2936 0.8228 -5.5744  0.004
H11 -0.7300 3.2592 -5.5044  0.000
H12 -0.8408 4.3909 -3.2545  0.000
H13 -0.7545 2.9630 -1.2427  -0.006
Se1 -6.1991 -1.5610 0.1560  0.015
Sb1 -3.9852 -2.4706 -0.2637  0.000
Se2 -2.2712 -1.8094 1.5200  -0.015
Se3 -2.9865 -1.3705 -2.3605  0.010
Se4 -4.1292 -4.8732 -0.5782  0.008
C11 -0.6029 3.1677 1.2637  0.000
N5 -0.7205 1.8504 0.6568  -0.013
P1 -2.2082 1.1864 0.2696  -0.011
C12 -3.2438 2.4485 -0.6383  0.000
C13 -3.5160 3.7057 -0.0888  0.002
C14 -4.2739 4.6416 -0.7809  -0.001
C15 -4.8084 4.3234 -2.0255  0.001
C16 -4.5872 3.0624 -2.5591  -0.002
C17 -3.8055 2.1372 -1.8734  0.008
C18 -3.1899 1.3190 1.8324  0.005
C19 -4.5768 1.2202 1.7913  0.000
C20 -5.3221 1.1975 2.9638  0.000
C21 -4.6916 1.3142 4.1929  0.000
C22 -3.3063 1.4253 4.2448  0.002
C23 -2.5637 1.4087 3.0722  0.003
P2 0.5760 0.3221 0.4792  0.065
C24 1.1383 0.7226 2.2059  0.000
C25 0.5354 0.0579 3.2770  0.007
C26 0.9761 0.2511 4.5769  0.000
C27 2.0324 1.1200 4.8386  0.000
C28 2.6293 1.7940 3.7850  0.000
C29 2.1861 1.5972 2.4787  -0.001
C30 1.7936 1.1692 -0.6490  0.004
C31 1.8214 2.5565 -0.8022  -0.004
C32 2.7191 3.1783 -1.6633  0.000
C33 3.6093 2.4216 -2.4115  0.000
C34 3.5817 1.0393 -2.2896  0.000
C35 2.6917 0.4236 -1.4162  0.013
H14 -1.3746 3.3576 2.0159  0.000
H15 -0.6700 3.9868 0.5288  0.000
H16 0.3601 3.2617 1.7711  -0.001
H17 -3.1508 3.9495 0.9012  0.000
H18 -4.4639 5.6131 -0.3376  0.000
H19 -5.4075 5.0495 -2.5637  0.000
H20 -5.0225 2.7871 -3.5130  0.000
H21 -3.6470 1.1512 -2.2943  -0.006
H22 -5.0860 1.1065 0.8450  -0.002
H23 -6.3942 1.0517 2.9040  0.000
H24 -5.2716 1.2950 5.1097  0.000
H25 -2.7997 1.4996 5.2011  0.000
H26 -1.4850 1.4416 3.1212  0.001
H27 -0.2747 -0.6372 3.0847  0.002
H28 0.4981 -0.2866 5.3885  0.000
H29 2.3914 1.2587 5.8522  0.000
H30 3.4511 2.4760 3.9732  0.000
H31 2.6807 2.1207 1.6710  0.000
H32 1.1259 3.1657 -0.2521  0.000
H33 2.7107 4.2589 -1.7571  0.000
H34 4.3123 2.9036 -3.0821  0.000
H35 4.2612 0.4279 -2.8728  0.000
H36 2.6825 -0.6566 -1.3505  -0.013
C36 1.7784 -1.1736 0.7730  -0.033
C37 2.1980 -2.1385 1.3773  0.004
C38 2.7137 -3.2430 2.1376  0.001
C39 4.0630 -3.3035 2.5043  0.000
C40 4.5408 -4.3556 3.2725  0.000
C41 3.6810 -5.3659 3.6896  0.000
C42 2.3400 -5.3158 3.3274  0.000
C43 1.8547 -4.2657 2.5578  0.000
H37 4.7254 -2.5114 2.1791  0.000
H38 5.5886 -4.3868 3.5503  0.000
H39 4.0534 -6.1819 4.2984  0.000
H40 1.6625 -6.0989 3.6479  0.000
H41 0.8135 -4.2228 2.2626  0.000

Forces on atoms 1 to 6 (eV/Å):
Ti 0.02 0.73 0.58
C -0.01 0.15 0.09
C -0.27 -0.05 0.01
N 0.16 0.09 0.06
C -0.03 -0.10 0.14
S 0.58 -0.58 0.01


Calculated energy above the lowest of the compared OMol25 structures with the same formula, charge and spin in order - 79.0, 51.3 kcal per mole